Entry 1:
Formula: C17H31O4PS2SbTl
Source: the Open Molecules 2025 dataset
Level of theory: ωB97M-V with the def2-TZVPD basis set

The geometry in ORCA input format:
```
! wB97M-V def2-TZVPD RIJCOSX def2/J DEFGRID3
* xyz -2 1
C -2.76510 2.66808 -2.44810
H 2.88878 -1.28285 5.46142
C 1.89235 4.39649 1.45586
H 7.04946 -0.50771 4.78306
C 2.07451 1.96946 -0.50490
H -3.77524 -2.04297 1.03938
C -2.93922 0.51069 -3.70309
H -0.11576 2.35489 -2.94090
H -3.13017 -3.69495 1.16822
C 3.42500 -1.03875 3.41422
H 6.58302 -0.39113 2.36312
Sb 1.97025 2.20631 1.62922
H -4.51468 -4.22717 -0.94586
C 6.03862 -0.65694 4.41740
H -0.83498 -3.47151 -0.81643
H 5.16231 -0.96658 6.36742
C 3.71552 -1.09087 4.78666
H -4.20658 -3.29182 -2.42740
H -3.68784 2.42817 -1.91692
O -1.75390 0.75568 -1.58689
H -2.04687 -4.76328 -0.88993
P -1.23858 -0.77029 -1.41030
H -1.71216 -3.74506 -2.31777
O -0.60095 -0.86780 -0.06150
C 4.49435 -0.78204 2.51409
H -0.57976 2.71392 0.85079
H -3.85446 0.25725 -3.16488
S 1.73842 -1.25619 2.93101
H -0.95345 2.22107 -4.50464
H -5.02339 -2.52754 -1.05380
C -4.24790 -3.24171 -1.33750
C -2.90243 -2.79318 -0.78370
H 3.11253 1.85055 -0.81137
H -3.00807 3.25787 -3.33685
H -2.13385 3.26439 -1.78770
O -0.53831 -1.22030 -2.64258
C -2.95861 -2.70343 0.73803
C 4.99152 -0.91096 5.29733
H -0.56445 2.40508 2.61058
H 1.19794 4.68634 0.66344
H 1.61744 2.83495 -0.98890
C 5.77565 -0.59262 3.05829
C -0.73777 1.70798 -3.56166
H -2.42545 -0.41364 -3.96794
C -1.80382 -3.75236 -1.23092
H -0.47814 1.04603 1.45791
H -2.02573 -2.29545 1.12328
H 1.52293 1.07093 -0.78774
C -0.17769 2.07872 1.64297
C -2.03979 1.38785 -2.83864
O -2.71058 -1.48433 -1.33352
H -0.18961 0.78843 -3.76264
S 4.30811 -0.66099 0.76322
H -3.19907 1.05227 -4.61780
Tl 1.88124 -2.09500 0.31167
H 2.88218 4.80123 1.23173
H 1.55225 4.82481 2.40241
*
```

Calculated values
HOMO-LUMO gap (eV): 5.4
Energy above the lowest of the compared OMol25 structures with the same formula, charge and spin (kcal per mole): 2.0

Atomic partial charges in e from the Löwdin method, atoms 1 to 2:
1. C -0.043
2. H 0.072

=====

Entry 2:
Formula: C17H32NO5ReSSi
Source: the Open Molecules 2025 dataset
Level of theory: ωB97M-V with the def2-TZVPD basis set

The geometry in ORCA input format:
```
! wB97M-V def2-TZVPD RIJCOSX def2/J DEFGRID3
* xyz 0 1
H 0.49504 -4.04957 -0.59781
H -1.00226 -3.34247 1.94689
C 0.80144 1.81863 2.03399
H 2.71934 2.44813 -2.94301
H 0.85094 -4.71107 1.01269
C 1.07234 -3.89147 0.32089
H 2.14064 1.38893 3.70869
H 4.51644 -0.72347 -2.26121
H -1.36356 -2.55707 0.39499
C 3.81764 1.47183 -0.62671
H 1.54704 3.06393 3.68699
C 3.50824 -0.72777 -1.83181
C 0.75264 -2.51517 0.93649
H -1.28346 1.14613 2.16119
C 3.10274 1.42293 -3.00781
C -5.28816 1.21923 -2.35081
C 1.87814 2.23123 3.05739
H -6.38646 -1.71347 -3.71971
H -0.78326 2.17803 3.49989
H 2.50594 0.91723 -3.77621
N -4.31196 -0.64437 -1.22981
O -3.49536 -1.28097 -0.27481
H -2.52306 0.29043 2.13779
O 1.57264 0.75933 -1.35931
H -0.31486 2.85883 0.45319
H -6.65156 0.75123 -3.98301
H 3.83084 0.96863 0.34539
S -3.65646 2.14083 -0.38871
H 2.12944 -3.95547 0.03649
C -0.44556 1.38653 2.82179
Re -2.52306 0.29043 0.41309
C -6.01066 0.31883 -3.22961
C -5.87026 -1.00567 -3.09051
O -0.79606 0.29043 -0.19781
C -4.44516 0.79933 -1.35691
H -4.84136 -2.56337 -1.90011
H 1.36574 -1.44557 2.74849
C -0.74176 -2.50077 1.29549
H -5.44196 2.27943 -2.51061
C 1.61984 -2.35447 2.19519
O 1.12154 -1.58337 -0.08261
H 3.41744 2.47803 -0.46281
Si 0.82034 0.04533 -0.06521
H 4.85774 1.56523 -0.95811
H -1.02186 -1.58507 1.82599
O 1.38994 0.71613 1.33759
C 2.97084 0.70193 -1.65241
H 2.80314 2.52873 2.54939
H 4.14204 1.46443 -3.35051
C -4.99836 -1.50697 -2.06411
H 3.57234 -1.25787 -0.87571
H -0.24226 0.48733 3.41419
H 0.21054 3.90783 1.76689
H 2.68154 -2.28287 1.93319
H 1.48734 -3.19767 2.88209
H 1.37814 3.32943 0.56219
H 2.85574 -1.31527 -2.48721
C 0.50284 3.04623 1.15619
*
```

Calculated values
HOMO-LUMO gap (eV): 6.0

Atomic partial charges in e from the Löwdin method, atoms 1 to 2:
1. H 0.087
2. H 0.098

=====

Entry 3:
Formula: C17H34AsBrN4O2Pd
Source: the Open Molecules 2025 dataset
Level of theory: ωB97M-V with the def2-TZVPD basis set

The geometry in ORCA input format:
```
! wB97M-V def2-TZVPD RIJCOSX def2/J DEFGRID3
* xyz 0 1
H -3.76469 -2.06273 0.46468
H 4.39631 -2.36703 1.65758
O 1.28291 -2.25463 -0.72902
C -2.22359 -0.88183 -1.19282
Br 3.12261 -0.05303 -2.24092
C 1.87671 4.21247 -0.71942
H -0.08899 1.86827 2.08278
C 1.01541 0.16577 1.29628
H 2.33581 2.40407 2.16638
O 2.29261 0.35607 1.77978
C -4.63339 -0.62643 -1.58612
H 4.50901 -2.39633 -0.12412
H -1.45189 4.02887 -1.15962
H 3.65951 1.41027 2.81978
C 2.40791 -4.68153 0.30348
H 3.11441 2.48327 -0.45162
H -5.45389 -0.58853 -0.86342
H 2.05291 1.35517 3.58738
H -4.52519 -1.64423 -1.95372
H 1.19831 6.73277 -1.10302
C -3.33409 1.26327 -0.81622
As 2.13411 -2.74563 0.56068
N -2.37439 -2.24313 -1.08142
C 2.10801 2.85417 -0.59992
C -3.07159 -2.79273 0.05578
H -3.62009 -3.68883 -0.24132
C -1.39569 -3.13083 -1.65912
C 0.28111 6.14997 -1.05222
C 3.93681 -2.03113 0.73128
H -0.30679 6.34647 -1.94812
H 1.01551 -3.66973 2.65498
H 0.11901 -2.26743 1.97628
H -0.80069 -2.57933 -2.38132
H -4.22609 1.58857 -0.27862
H 3.91041 -0.94333 0.69338
H -3.30539 1.79187 -1.77772
H 2.91371 -4.83723 -0.65032
C 2.58681 1.45077 2.63818
C 0.58331 4.68627 -0.92912
H 2.69881 4.91347 -0.65582
H 1.43291 -5.17213 0.26068
N -0.20049 2.43007 -0.88402
H -4.89769 0.02107 -2.43162
H -0.12109 0.42437 3.10118
H 2.99811 -5.12903 1.09998
H 1.58081 -2.00263 2.93898
H -1.06739 0.47227 1.60648
H -1.19229 0.65137 -1.73632
C -0.42029 3.73247 -1.00202
C 1.02571 1.96917 -0.69012
Pd 1.14101 -0.01253 -0.71182
H -2.35859 -3.07473 0.84288
H -0.71469 -3.53593 -0.90262
H -1.90619 -3.96613 -2.14932
C -0.12549 0.77227 2.06228
H -2.45349 1.53527 -0.23642
C 1.10081 -2.66923 2.22868
N -1.10249 -0.34023 -1.50452
N -3.40069 -0.17193 -0.97522
H -0.29429 6.49017 -0.19052
*
```

Calculated values
HOMO-LUMO gap (spin up / spin down) (eV): 6.9 / 6.5
Energy above the lowest of the compared OMol25 structures with the same formula, charge and spin (kcal per mole): 17.4

Atomic partial charges in e from the Löwdin method, atoms 1 to 2:
1. H 0.080
2. H 0.037

=====

no.,F_max (eV/A)
1,0.240
2,4.651
3,2.381